[1]
DFT (ωB97M-V/def2-TZVPD) results for a molecular structure, C6H18F11KN4OPTe in a non-equilibrium geometry.

XYZ file:
```
43
C6H18F11KN4OPTe, DFT ωB97M-V/def2-TZVPD
K 1.60627 -1.01147 -2.62144
N -1.28841 -1.36897 -2.34125
C -1.94962 -0.38152 -1.41198
C -1.18577 -0.42294 -0.01606
N -1.20470 0.85010 0.70607
C -1.61942 1.06966 1.97425
C -0.40659 0.31290 3.57089
N -0.41276 -0.99936 3.72064
C -0.39525 1.93661 0.10017
C 1.12459 1.90162 0.47776
N 1.88131 0.68297 0.11985
H -1.63074 -1.16049 -3.24066
H -1.51694 -2.33049 -2.14391
H -3.04643 -0.64719 -1.15064
H -1.92591 0.57888 -1.86434
H -0.13134 -0.62558 -0.25886
H -1.57144 -1.20288 0.61294
H -2.59826 0.61366 2.21731
H -1.75198 2.10352 2.24157
H -0.82967 0.98622 4.34263
H 0.40322 0.71645 3.03782
H -0.87651 -1.41569 4.50047
H 0.29023 -1.53373 3.18557
H -0.89912 2.89766 0.38682
H -0.36545 1.80520 -0.96040
H 1.30297 2.11549 1.52384
H 1.63827 2.71742 -0.02229
H 1.53989 -0.05677 0.75357
H 2.87846 0.76666 0.34413
F 1.29428 -2.69263 -0.75914
Te 0.94020 -3.40963 0.99522
F 2.71785 -3.86777 1.38252
F 0.99652 -5.10545 0.19078
F 0.32063 -4.30903 2.57531
F -0.88146 -3.23700 0.38706
O 1.11970 -1.82441 1.80284
F 1.98335 1.73864 -2.37836
P 0.90377 2.22166 -3.46987
F -0.11984 2.71602 -4.61907
F 0.26671 3.19212 -2.36165
F 1.60821 1.18741 -4.56584
F -0.11046 1.06111 -2.98837
F 1.90165 3.43100 -3.97591
```

Calculated values
* multiplicity: 2
* energy above the lowest of the compared OMol25 structures with the same formula, charge and spin: 0.0000 eV
* HOMO-LUMO gap (spin up / spin down): 7.48 / 7.94 eV
* E_HOMO (spin up / spin down): -8.48 / -9.86 eV

[2]
DFT (ωB97M-V/def2-TZVPD) results for 6 unconnected molecules or ions with the total composition C24H24BF4O14 in a non-equilibrium geometry.

XYZ file:
```
67
C24H24BF4O14, DFT ωB97M-V/def2-TZVPD
B 0.67316 0.73130 0.30164
F 0.29916 1.89230 1.01264
F -0.39884 0.27730 -0.48036
F 1.68916 0.94630 -0.51136
F 0.97216 -0.27470 1.21964
C 5.52316 6.44630 2.37664
C 5.48416 5.69830 3.68664
C 4.56916 4.58630 3.86164
O 4.54116 3.98430 4.96664
C 3.65416 4.24630 2.77664
C 3.75116 4.94530 1.49164
C 4.57616 6.03830 1.20164
O 4.79716 6.66530 0.12764
O 3.12316 4.40330 0.37264
O 6.33116 5.91130 4.68464
H 6.06316 7.39530 2.38064
H 2.89316 3.31630 2.90964
H 2.54316 3.61530 0.44764
H 5.94516 5.28630 5.28164
C -5.83284 2.34830 0.19764
C -6.15384 0.87330 -0.03436
C -5.09484 -0.08670 -0.32436
O -5.35684 -1.32370 -0.42436
C -3.75984 0.36430 -0.45936
C -3.40684 1.85930 -0.38436
C -4.47884 2.89430 -0.00236
O -4.15984 4.04830 0.18864
O -2.21584 2.37130 -0.83036
O -7.45684 0.48030 0.17764
H -6.60184 3.03430 0.41264
H -2.96984 -0.35770 -0.57236
H -1.77284 1.67430 -1.18036
H -7.28184 -0.58770 0.11664
C -2.26784 -5.37970 2.72764
C -2.09484 -5.21070 1.16164
C -1.58984 -3.98470 0.57364
O -1.59284 -3.74770 -0.67836
C -1.01784 -2.90770 1.50364
C -1.20884 -3.18870 3.03364
C -1.98984 -4.25770 3.56964
O -2.22884 -4.32370 4.81564
O -0.37584 -2.43770 3.87564
O -2.30684 -6.23370 0.35264
H -2.40784 -6.26170 3.21164
H -0.40384 -2.21570 1.22364
H -0.06284 -1.66270 3.33264
H -1.87584 -5.90670 -0.50636
C -1.28784 -1.37870 -4.38036
C -1.07184 0.09330 -4.05536
O -1.99884 0.84930 -4.05736
C 0.38016 0.52430 -3.62936
H -0.90184 -1.94670 -3.68236
H -0.73484 -1.65670 -5.20336
H -2.41684 -1.63070 -4.36036
H 0.76916 -0.18270 -2.94936
H 0.33916 1.52830 -3.24936
H 1.06916 0.52530 -4.56036
C 2.83516 -4.14370 -3.30136
C 2.70916 -2.77470 -2.69836
O 3.09216 -1.81970 -3.38536
C 2.44616 -2.67170 -1.22936
H 1.91816 -4.78670 -3.03736
H 3.64216 -4.74570 -2.73136
H 2.97516 -4.05670 -4.36836
H 2.13716 -1.65770 -0.90736
H 3.30516 -2.84370 -0.63636
H 1.73016 -3.20870 -0.76336
```

Calculated values
* net charge: -1
* energy above the lowest of the compared OMol25 structures with the same formula, charge and spin: 0.0000 eV
* HOMO-LUMO gap: 6.13 eV
* E_HOMO: -6.59 eV

[3]
DFT (ωB97M-V/def2-TZVPD) results for a single C5H4O molecule in a non-equilibrium geometry.

XYZ file:
```
10
C5H4O, DFT ωB97M-V/def2-TZVPD
C -1.26529 -0.52242 0.56529
C -1.90584 -1.07231 1.45407
C -0.75203 0.28232 -0.63268
C 1.47059 0.35492 0.66912
C 0.76450 0.19876 -0.48374
O 1.24477 -0.91955 0.40639
H -0.96366 -0.38997 -1.50380
H -1.23009 1.25610 -0.80384
H 1.30918 0.62208 1.66853
H 1.32787 0.19007 -1.33934
```

Calculated values
* energy above the lowest of the compared OMol25 structures with the same formula, charge and spin: 7.6915 eV
* HOMO-LUMO gap (spin up / spin down): 10.37 / 5.60 eV
* E_HOMO (spin up / spin down): -10.51 / -8.36 eV